1.
Density functional theory data (the ωB97M-V functional and the def2-TZVPD basis) for C26H15BCl3F5FeN6O7S as an isolated structure in a non-equilibrium geometry.

Geometry as XYZ:
```
65
Properties=species:S:1:pos:R:3:mulliken_charge:R:1
F -4.263 2.199 3.245 -0.296
Cl -3.546 -2.190 1.265 -0.164
F -3.791 3.677 1.702 -0.298
C -3.769 2.352 1.990 1.172
H -1.024 -6.477 -1.278 0.402
H -4.385 -4.805 0.780 0.420
O 4.603 1.890 0.355 -0.604
H 1.518 1.126 -4.696 0.614
O 0.131 -0.413 -3.252 -0.710
C 2.170 2.923 3.207 -1.156
C -1.422 -3.263 -0.086 -0.706
N -0.855 -2.272 2.776 0.152
H 1.779 -1.986 4.822 0.347
O 0.183 0.401 -1.125 -0.309
C 0.583 0.235 -2.320 -0.203
N 3.696 2.504 -5.504 1.057
C 3.355 2.089 -4.123 -0.033
H -5.387 -0.920 -2.757 -0.194
C -1.510 -5.641 -0.791 -0.758
C 0.897 -2.282 4.267 -0.469
C 2.098 3.945 2.287 -0.526
O -0.743 -2.192 -0.003 -0.458
H -3.893 -1.257 -4.070 -0.165
C 2.752 1.310 -1.561 -0.197
C 2.189 1.386 -3.886 -0.559
C 1.381 3.788 1.088 -0.924
C -0.866 -4.422 -0.707 0.514
H 5.139 2.963 -3.310 0.586
C -2.733 -3.489 0.447 0.600
C -2.347 1.840 1.940 -0.963
H 1.725 0.336 4.463 0.245
F -2.069 1.889 0.513 -0.324
H 2.715 3.029 4.139 0.408
H -1.772 -4.149 3.031 0.371
C -0.993 -3.437 3.300 -0.138
F -4.670 1.773 1.164 -0.247
N 4.854 2.319 -0.735 1.111
O 4.739 3.093 -5.678 -0.654
O 5.829 2.988 -0.997 -0.675
H 2.599 4.885 2.494 0.381
B -4.330 -0.500 -3.214 0.495
C 4.233 2.415 -3.111 -0.471
C 1.880 1.003 -2.593 0.284
Cl -3.597 -7.336 -0.332 -0.295
C -3.272 -0.439 -2.030 0.168
C 0.563 -0.263 2.814 0.385
S 0.191 -3.815 4.507 -0.248
C 0.776 1.570 1.704 0.235
C -3.390 -4.705 0.365 -0.770
N -2.520 -0.379 -1.170 -0.195
C 0.713 2.619 0.782 -0.142
C 0.220 -1.607 3.306 -0.889
N 1.352 0.557 3.561 -0.040
H 2.521 1.007 -0.550 0.644
Cl 0.731 -4.271 -1.387 -0.257
H -4.455 0.636 -3.658 -0.198
Fe -1.233 -0.242 0.170 0.719
C 3.913 2.004 -1.837 -0.199
O 2.922 2.233 -6.382 -0.628
F -2.558 0.413 2.091 -0.323
C 1.503 1.744 2.880 0.675
H 0.158 2.503 -0.134 0.447
H 1.346 4.613 0.384 0.433
C -2.775 -5.779 -0.250 0.515
N 0.209 0.279 1.690 1.006
```

Calculated values
Kohn-Sham gap (spin up / spin down) = 5.9 / 5.9 eV
net charge = -2
LUMO (spin up / spin down) = 3.2 / 3.2 eV
energy relative to the best compared isomer or geometry (same formula, charge and spin) = 2.482 eV
highest occupied orbital energy (spin up / spin down) = -0.099 / -0.099 Eh

---

2.
Density functional theory data (the ωB97M-V functional and the def2-TZVPD basis) for C26H15BrCl2F5N2S2Ta as an isolated structure in a non-equilibrium geometry.

Geometry as XYZ:
```
54
Properties=species:S:1:pos:R:3:mulliken_charge:R:1
C 1.535 -4.290 1.714 -0.076
C -1.243 -4.371 1.424 0.186
H -1.558 5.270 0.373 0.448
C 2.560 1.722 4.828 -0.553
C -1.601 3.271 -0.359 0.833
H -3.929 -0.200 -3.569 0.428
C 0.808 -5.353 2.262 0.619
F 2.851 -4.211 1.847 -0.259
C -0.585 -5.380 2.131 0.209
C -0.526 -3.325 0.837 0.765
F 1.433 -6.318 2.906 -0.240
C -4.018 1.741 -2.693 -0.677
C 0.536 0.613 3.259 0.258
C 1.800 0.883 2.731 0.620
C 1.579 1.067 -2.562 -0.435
C -3.284 4.886 -0.867 -0.688
F 1.532 -2.243 0.469 -0.275
N 2.574 -0.675 -3.425 0.075
Ta -0.127 -0.057 -0.022 0.610
H -4.821 4.226 -2.184 0.427
C -2.369 0.088 -2.133 -0.239
C 0.316 0.880 4.622 0.138
C -3.915 3.963 -1.658 -0.914
S -0.752 -0.087 2.307 -0.126
C 1.335 1.421 5.396 -0.559
C 2.803 1.451 3.489 -0.682
C -2.220 2.255 -1.114 0.205
C 2.380 0.663 -3.585 -0.602
H 3.142 -1.328 -5.313 0.353
C 3.388 -1.506 -4.267 -0.842
Br 0.112 2.870 0.465 -0.006
Cl -1.217 0.520 5.307 -0.171
H -4.910 2.043 -3.222 0.439
H 3.343 2.159 5.426 0.428
C -3.483 0.495 -2.877 -1.359
C -2.088 4.542 -0.224 -0.740
H 1.886 -2.066 -1.980 0.398
N 1.282 -0.016 -1.779 0.280
C -1.744 0.922 -1.222 0.762
C 0.852 -3.305 1.020 -0.048
F -2.560 -4.389 1.303 -0.279
C 1.905 -1.054 -2.341 -0.257
H 3.761 1.661 3.040 0.499
H -3.679 5.883 -0.753 0.419
H 4.445 -1.273 -4.119 0.355
H 2.811 1.224 -4.389 0.473
H -2.009 -0.920 -2.301 0.556
Cl 2.129 0.434 1.094 -0.163
H 1.191 2.045 -2.351 0.442
C -3.400 2.659 -1.821 0.911
S -1.348 -2.173 -0.199 -0.485
H 1.158 1.599 6.445 0.465
F -1.286 -6.358 2.670 -0.236
H 3.226 -2.556 -4.036 0.308
```

Calculated values
Kohn-Sham gap = 6.1 eV
net charge = +2
LUMO = -7.7 eV
energy relative to the best compared isomer or geometry (same formula, charge and spin) = 0.000 eV
highest occupied orbital energy = -0.508 Eh

---

3.
Density functional theory data (the ωB97M-V functional and the def2-TZVPD basis) for C26H16F9NO4PPd as an isolated structure.

Geometry as XYZ:
```
58
Properties=species:S:1:pos:R:3:mulliken_charge:R:1
F 1.019 2.337 -1.972 -0.243
C 0.144 -3.905 -1.773 -0.703
F -3.394 3.910 -1.116 -0.274
H -0.335 -0.151 -2.554 0.260
N -4.550 0.294 -0.194 1.012
O -5.576 -0.343 -0.386 -0.674
C 2.784 1.278 0.640 -0.120
H 0.247 -4.958 -1.540 0.388
H -0.789 -1.840 -4.284 0.444
H 4.472 2.522 1.077 0.387
C -2.605 -0.678 2.858 -0.367
C -0.282 -3.509 -3.029 -0.611
C -0.337 -1.328 2.483 0.155
F -2.787 2.707 -3.470 -0.238
C 4.254 0.375 -1.530 -0.753
C 0.233 3.253 -1.396 0.616
C 2.978 -0.131 -1.301 -0.228
P 0.585 -0.322 0.191 2.194
C 4.794 1.323 -0.676 -0.422
C 0.850 -1.246 1.717 -0.076
H 5.786 1.717 -0.861 0.363
C 0.286 -1.602 -1.084 0.592
H 4.823 0.025 -2.382 0.380
F -1.643 5.064 -0.616 -0.310
H -1.478 -2.608 5.437 0.358
H 2.957 -3.013 3.678 0.410
H -0.519 -4.251 -3.781 0.359
C 2.018 -1.820 2.138 -0.185
O -1.487 1.574 -1.456 -0.940
F -2.155 3.331 0.559 -0.228
H 2.921 -1.719 1.546 0.507
C 2.236 0.320 -0.214 0.341
H 2.561 -0.870 -1.970 0.411
H -3.484 -1.382 4.692 0.378
F 0.535 3.267 -0.084 -0.300
C 0.902 -2.661 4.104 -0.803
C -1.481 -2.064 4.499 -0.853
C -2.137 3.805 -0.690 0.396
C -2.589 -1.381 4.080 -0.795
H -3.516 -0.187 2.549 0.505
F 0.599 4.446 -1.896 -0.303
C 2.036 -2.549 3.348 -0.826
H 0.757 -3.272 0.181 0.365
C -0.156 -1.201 -2.347 0.083
C -1.627 3.246 -3.106 0.360
Pd -1.556 0.427 0.382 -0.503
O -4.445 1.494 -0.412 -0.587
C -0.430 -2.156 -3.313 -0.761
C -1.507 -0.646 2.038 -0.467
F -1.710 4.573 -3.329 -0.283
O -3.537 -0.357 0.305 -0.735
C -0.312 -2.045 3.707 0.839
C 4.058 1.773 0.413 -0.822
F -0.690 2.770 -3.950 -0.261
C -1.276 2.881 -1.625 1.410
H 0.925 -3.206 5.041 0.367
C 0.430 -2.955 -0.801 -0.626
H 2.199 1.647 1.475 0.416
```

Calculated values
Kohn-Sham gap = 8.1 eV
net charge = -1
LUMO = 2.5 eV
energy relative to the best compared isomer or geometry (same formula, charge and spin) = 0.000 eV
highest occupied orbital energy = -0.207 Eh

---

4.
Density functional theory data (the ωB97M-V functional and the def2-TZVPD basis) for C26H17BrCoIN3STe as an isolated structure in a non-equilibrium geometry.

Geometry as XYZ:
```
51
Properties=species:S:1:pos:R:3:mulliken_charge:R:1
C -2.221 -6.338 -1.869 -0.292
C -2.554 1.372 0.270 -0.525
H -3.295 0.931 0.924 0.538
H 3.702 -2.186 -0.973 0.458
C 2.692 4.185 -3.587 0.594
H 0.236 -0.990 7.141 0.402
Br 0.094 -3.448 5.614 -0.169
N -1.357 0.776 0.081 0.783
H -1.338 0.367 2.661 0.048
C -1.004 0.065 3.644 0.216
H -2.883 -4.126 0.527 0.656
C 3.124 3.920 -2.291 -0.857
C 1.600 3.507 -4.121 -0.833
Te -2.302 -1.884 -1.795 0.410
H -1.110 3.549 -1.705 0.607
C -0.112 -0.692 6.162 -0.424
H -2.790 -6.724 0.182 0.382
N 3.930 5.953 -5.016 -0.468
Co -1.050 -1.065 0.345 -0.487
C -0.289 -1.660 5.180 -0.103
C 1.320 0.102 -0.934 0.533
H 2.792 2.762 -0.521 0.533
C -2.564 -5.998 -0.584 -0.773
I -1.055 -2.708 2.446 0.433
C -0.741 -1.269 3.928 0.506
H 0.090 2.034 -3.765 0.548
C 1.367 2.294 -2.057 -0.441
C -2.630 2.577 -0.419 -1.211
C -0.376 0.638 5.887 -0.608
C 1.642 -1.932 -0.185 -0.278
H 3.313 0.303 -1.901 0.564
C -0.818 1.020 4.629 -0.770
N 0.743 -0.953 -0.223 0.542
H -1.019 2.060 4.408 0.425
C 3.381 5.169 -4.382 -0.166
C 2.826 -1.572 -0.860 -1.181
C -1.418 2.721 -1.089 -0.332
H 1.429 -2.865 0.315 0.417
C -2.284 -3.901 -1.550 -0.095
H -3.459 3.264 -0.412 0.478
S -1.950 -4.980 -2.844 -0.075
H -2.114 -7.332 -2.274 0.395
C 0.937 2.567 -3.352 -0.250
C 2.624 -0.299 -1.334 -0.546
H 3.971 4.455 -1.885 0.463
H 1.278 3.717 -5.131 0.465
C -2.602 -4.607 -0.398 -0.341
C 2.463 2.972 -1.531 -0.146
H -0.233 1.377 6.663 0.390
C 0.659 1.282 -1.229 0.334
C -0.645 1.590 -0.792 0.250
```

Calculated values
Kohn-Sham gap (spin up / spin down) = 5.5 / 5.6 eV
net charge = +1
LUMO (spin up / spin down) = -5.6 / -5.5 eV
highest occupied orbital energy (spin up / spin down) = -0.405 / -0.406 Eh